Record 1
# C41H82N2O8Si

9 unconnected molecules or ions with the total composition C41H82N2O8Si (ωB97M-V/def2-TZVPD, the OMol25 dataset).

Element x y z (Å)
N (0.69476, 2.17060, 4.42541)
C (0.11897, 1.50330, 3.22574)
Si (0.93796, 2.08984, 1.62984)
C (-0.13237, 1.84314, 0.10095)
C (-0.16601, 2.93649, -0.97983)
C (1.18275, 3.19801, -1.65637)
C (2.07129, 4.30299, -1.08015)
N (1.39610, 5.58305, -0.98766)
C (1.45721, 6.53997, -1.95962)
C (0.67004, 7.59369, -1.57845)
C (0.11631, 7.26767, -0.31855)
C (0.58363, 6.03064, 0.02330)
H (-0.05908, 2.58819, 4.95961)
H (1.28351, 2.94856, 4.15019)
H (0.31056, 0.43278, 3.33189)
H (-0.95800, 1.67376, 3.16182)
H (2.19144, 1.32987, 1.44472)
H (1.33823, 3.50855, 1.82089)
H (-1.15872, 1.71288, 0.46350)
H (0.14098, 0.89984, -0.37844)
H (-0.61100, 3.85592, -0.59792)
H (-0.84890, 2.58222, -1.75184)
H (1.74375, 2.25974, -1.67262)
H (0.98721, 3.47827, -2.69642)
H (2.91006, 4.45405, -1.76239)
H (2.51364, 4.03413, -0.12069)
H (2.05404, 6.41572, -2.84927)
H (0.49154, 8.50537, -2.12436)
H (-0.54984, 7.86849, 0.27838)
H (0.40770, 5.41993, 0.89150)
C (-1.56703, 5.84251, -3.87309)
C (-1.77523, 4.80173, -4.97336)
C (-2.08141, 3.55170, -4.15828)
O (-2.73608, 3.99965, -2.97117)
C (-2.61255, 5.42005, -2.85035)
H (-1.69667, 6.86908, -4.21367)
H (-0.56893, 5.75723, -3.44045)
H (-2.63533, 5.07434, -5.59018)
H (-0.91457, 4.67308, -5.62891)
H (-1.16417, 3.01901, -3.88225)
H (-2.73785, 2.85224, -4.67990)
H (-3.58613, 5.87777, -3.06385)
H (-2.32812, 5.66815, -1.82694)
C (4.80637, -0.82373, 3.50479)
C (4.77528, -2.20222, 2.84572)
C (3.71906, -2.00094, 1.77018)
O (3.80469, -0.63382, 1.36973)
C (4.61386, 0.09132, 2.30104)
H (5.72971, -0.61696, 4.04391)
H (3.97186, -0.71092, 4.20063)
H (5.73611, -2.43414, 2.39144)
H (4.52534, -3.01281, 3.52927)
H (2.70995, -2.19362, 2.15527)
H (3.88075, -2.63631, 0.89636)
H (5.57027, 0.32488, 1.82031)
H (4.11336, 1.02555, 2.55597)
C (7.16027, -6.62855, 0.86776)
C (8.23941, -5.67813, 0.34976)
C (7.61298, -4.32147, 0.64732)
O (6.81916, -4.49994, 1.82247)
C (6.67602, -5.88950, 2.10906)
H (7.52321, -7.63019, 1.09218)
H (6.35443, -6.71424, 0.13444)
H (9.16262, -5.80631, 0.91821)
H (8.46778, -5.80973, -0.70662)
H (6.96481, -3.99838, -0.17523)
H (8.34712, -3.53737, 0.83519)
H (7.28075, -6.15288, 2.98323)
H (5.62781, -6.08532, 2.34262)
C (0.56888, -1.78921, -4.03724)
C (1.61110, -0.89046, -4.70234)
C (0.93195, 0.47160, -4.62792)
O (0.13361, 0.45285, -3.44503)
C (0.04038, -0.87828, -2.93644)
H (0.97756, -2.72128, -3.64921)
H (-0.22667, -2.03259, -4.74448)
H (2.53284, -0.88702, -4.11683)
H (1.85581, -1.18162, -5.72257)
H (0.28231, 0.63982, -5.49404)
H (1.63912, 1.30005, -4.56123)
H (0.65179, -0.95804, -2.03011)
H (-0.99801, -1.07995, -2.67094)
C (2.32405, -4.98339, -0.67666)
C (3.14661, -5.67183, 0.41100)
C (2.87398, -7.14154, 0.11903)
O (2.67638, -7.23655, -1.29161)
C (2.52427, -5.93239, -1.85206)
H (2.65009, -3.96729, -0.89567)
H (1.27131, -4.94944, -0.38828)
H (4.20851, -5.44837, 0.27676)
H (2.86524, -5.38176, 1.42263)
H (1.96861, -7.48563, 0.63074)
H (3.69922, -7.79643, 0.40375)
H (3.42992, -5.67787, -2.41411)
H (1.68161, -5.94406, -2.54439)
C (-4.04540, 0.53827, 5.06198)
C (-3.43412, -0.44697, 6.05499)
C (-2.18572, 0.30213, 6.49909)
O (-2.50483, 1.69582, 6.42922)
C (-3.73409, 1.87519, 5.72424)
H (-5.11146, 0.38943, 4.89629)
H (-3.53641, 0.46137, 4.09829)
H (-4.10885, -0.59473, 6.90176)
H (-3.21720, -1.41883, 5.61810)
H (-1.34515, 0.10594, 5.82434)
H (-1.87610, 0.05639, 7.51535)
H (-4.51685, 2.15570, 6.43768)
H (-3.61332, 2.69105, 5.00959)
C (-5.03397, -5.25710, 3.64156)
C (-5.37540, -4.41447, 2.41324)
C (-5.24830, -3.00133, 2.96802)
O (-4.24020, -3.05985, 3.97822)
C (-3.93807, -4.42063, 4.28965)
H (-4.70440, -6.26707, 3.40323)
H (-5.89983, -5.32704, 4.30302)
H (-4.63819, -4.58092, 1.62514)
H (-6.36376, -4.61633, 2.00362)
H (-6.18805, -2.66763, 3.42123)
H (-4.94964, -2.26991, 2.21623)
H (-2.95387, -4.67073, 3.87886)
H (-3.89742, -4.53208, 5.37388)
C (-5.72333, 3.29667, -4.51115)
C (-7.03958, 3.69014, -3.84408)
C (-7.87914, 4.10512, -5.04620)
O (-7.43377, 3.30370, -6.14072)
C (-6.21755, 2.64051, -5.79375)
H (-5.10462, 2.63709, -3.90557)
H (-5.13660, 4.18917, -4.74050)
H (-7.48477, 2.82417, -3.34954)
H (-6.93588, 4.48633, -3.10852)
H (-7.72271, 5.16160, -5.29084)
H (-8.94764, 3.94011, -4.90240)
H (-6.42486, 1.57576, -5.63814)
H (-5.51608, 2.73614, -6.62395)

Forces on the atoms, in the same order (eV/Å):
-0.251 0.158 -0.224
0.420 0.285 0.252
0.204 -0.273 -0.197
-0.306 0.270 0.146
0.063 -0.300 -0.056
-0.184 0.119 -0.088
0.112 -0.193 -0.076
0.158 0.072 0.120
-0.087 0.218 -0.089
-0.117 0.244 -0.023
-0.183 0.149 0.139
0.182 -0.383 -0.100
0.052 -0.141 0.188
0.027 -0.005 0.036
-0.301 -0.115 -0.144
-0.064 -0.131 -0.005
0.081 0.097 0.015
-0.155 0.072 0.072
-0.003 -0.079 -0.015
0.064 -0.059 0.076
0.075 0.049 0.028
-0.029 0.070 -0.003
0.101 0.033 -0.116
0.034 -0.079 -0.034
0.038 -0.050 0.042
-0.203 0.070 0.111
0.025 -0.130 0.062
0.105 -0.025 -0.082
0.016 0.037 -0.011
0.015 0.024 0.036
0.051 -0.086 -0.041
-0.058 0.041 0.026
0.042 0.026 -0.004
-0.031 -0.013 0.016
-0.035 0.013 -0.046
-0.023 0.005 0.016
-0.033 -0.016 -0.024
-0.001 -0.018 -0.009
0.021 0.012 0.014
-0.005 -0.019 -0.034
-0.005 -0.018 0.017
0.009 0.017 0.007
0.011 -0.029 0.010
-0.090 -0.030 -0.039
-0.010 0.107 0.055
-0.066 -0.039 -0.005
0.062 0.014 0.019
0.077 -0.073 -0.012
0.016 -0.011 -0.013
-0.002 0.011 -0.008
0.016 -0.023 0.015
0.010 -0.001 0.017
0.011 -0.031 0.012
-0.004 0.020 -0.010
0.016 0.024 0.051
-0.023 0.012 -0.050
-0.017 0.015 -0.027
-0.009 -0.010 0.017
-0.003 -0.046 -0.024
0.061 0.025 -0.003
-0.063 -0.099 -0.070
0.027 0.001 -0.007
-0.010 -0.004 0.009
-0.005 0.010 0.010
-0.009 -0.011 -0.007
0.007 0.004 -0.006
0.000 0.003 0.013
0.010 0.048 0.006
0.003 -0.019 0.023
-0.009 0.019 -0.030
0.012 -0.010 0.036
0.002 -0.032 -0.014
-0.048 0.093 0.057
0.042 -0.019 0.006
0.019 -0.001 0.004
-0.005 0.003 0.004
0.000 0.010 0.004
-0.015 -0.012 -0.006
0.013 -0.007 -0.011
-0.006 0.013 0.015
0.004 -0.021 -0.003
-0.008 0.019 0.002
-0.026 -0.028 0.009
0.073 0.049 -0.003
-0.039 0.039 0.006
0.007 -0.032 -0.023
0.038 0.026 0.023
0.015 0.003 0.007
-0.006 -0.004 -0.006
-0.002 0.019 0.017
-0.009 0.005 0.004
0.009 0.003 0.015
0.004 -0.011 -0.013
-0.008 0.019 -0.004
-0.006 -0.019 -0.006
0.042 0.000 -0.021
-0.018 0.009 0.071
0.056 -0.029 -0.128
0.035 0.055 -0.012
-0.023 -0.037 0.008
-0.006 -0.012 0.012
0.002 0.001 -0.002
-0.002 0.014 0.001
-0.018 0.008 -0.040
0.010 -0.044 0.025
0.002 0.063 0.019
-0.014 -0.005 -0.015
0.011 0.013 0.010
-0.031 0.022 0.005
0.035 -0.012 0.002
-0.024 -0.018 0.005
0.032 0.028 0.015
-0.006 -0.020 -0.036
0.004 -0.001 -0.017
0.003 0.004 0.006
0.003 0.007 0.000
-0.010 -0.008 0.012
-0.008 -0.007 -0.013
0.012 0.012 0.008
-0.004 -0.017 0.001
0.003 0.018 0.006
0.004 0.019 -0.027
-0.005 -0.031 -0.011
0.037 0.021 0.018
-0.013 -0.001 -0.034
-0.012 -0.018 0.053
0.002 0.021 0.025
0.009 -0.003 0.008
-0.008 0.000 -0.004
0.019 0.007 -0.001
-0.004 0.003 0.017
-0.006 -0.007 -0.016
0.020 -0.003 0.003
-0.011 0.007 -0.016

HOMO in eV: -8.1
Strongest force on any atom in eV/A: 0.567
SMILES string: NC[SiH2]CCCCn1cccc1.C1CCOC1.C1CCOC1.C1CCOC1.C1CCOC1.C1CCOC1.C1CCOC1.C1CCOC1.C1CCOC1
Spin multiplicity: 1
Molar mass in g/mol: 759.2
E in hartree: -2612.17847
Gap between HOMO and LUMO in eV: 8.42



Record 2
# C12H36O6

6 unconnected molecules or ions with the total composition C12H36O6 (ωB97M-V/def2-TZVPD, the OMol25 dataset).

Element x y z (Å)
C (0.47882, 1.30076, 3.83364)
C (-0.25565, 1.94123, 2.65701)
O (0.73287, 2.36279, 1.64497)
H (1.00354, 0.39416, 3.53224)
H (-0.23954, 1.11188, 4.63137)
H (1.18513, 2.03776, 4.21582)
H (-0.83984, 2.74318, 3.10835)
H (-0.88994, 1.12031, 2.32257)
H (0.22444, 3.07876, 1.25703)
C (2.92342, 0.30398, -4.73614)
C (2.20929, 0.20740, -6.04674)
O (1.10662, 1.05113, -6.21446)
H (3.69082, -0.46658, -4.66243)
H (2.13752, -0.00052, -4.04495)
H (3.31349, 1.27363, -4.42676)
H (2.04096, -0.81301, -6.39102)
H (2.97994, 0.58353, -6.71959)
H (0.77677, 0.77598, -7.07300)
C (4.29785, -0.14345, 3.79674)
C (4.80262, 1.12577, 3.08416)
O (3.86525, 2.21301, 3.27550)
H (4.89556, -1.04841, 3.68765)
H (3.32616, -0.43877, 3.40088)
H (4.13203, -0.06144, 4.87093)
H (4.90002, 0.85167, 2.03369)
H (5.81519, 1.40666, 3.37381)
H (3.20977, 2.15456, 2.57655)
C (-3.54139, -4.57407, -0.09430)
C (-3.43298, -3.32107, -0.92307)
O (-3.17284, -2.22818, -0.06655)
H (-3.86449, -5.44588, -0.66321)
H (-4.44479, -4.47573, 0.50762)
H (-2.70488, -4.87223, 0.53772)
H (-4.39002, -3.16353, -1.42041)
H (-2.64540, -3.33965, -1.67637)
H (-3.66807, -1.50311, -0.45466)
C (-3.31225, 1.48918, 1.07331)
C (-4.37391, 1.43887, -0.11682)
O (-4.55803, 0.08357, -0.53327)
H (-3.64894, 1.01644, 1.99594)
H (-3.09533, 2.53516, 1.29001)
H (-2.47105, 0.81958, 0.89405)
H (-4.12534, 2.13506, -0.91784)
H (-5.27225, 1.91488, 0.27625)
H (-5.36656, -0.01714, -1.04095)
C (-0.15639, -0.65665, -1.06404)
C (1.36511, -0.37256, -0.70204)
O (1.45322, -0.32597, 0.63507)
H (-0.53367, -1.44548, -0.41328)
H (-0.40429, -0.86641, -2.10454)
H (-0.86962, 0.11408, -0.77182)
H (1.89321, 0.48384, -1.12131)
H (2.13453, -1.09052, -0.98601)
H (1.38342, 0.60151, 0.87281)

Forces on the atoms, in the same order (eV/Å):
0.246 0.937 -0.201
1.199 -1.616 1.398
-1.682 -0.367 0.912
-0.032 -0.023 0.183
0.026 -0.309 -0.060
0.251 -0.238 0.121
0.008 0.391 -0.790
-0.294 0.515 -0.787
0.590 0.340 -0.777
-1.458 -0.943 1.244
2.673 0.836 -1.634
-0.740 -0.280 0.484
0.132 0.172 -0.183
0.142 0.114 0.900
-0.108 0.016 -0.448
-0.358 -0.239 0.533
0.161 -0.134 -0.762
-0.454 0.438 -0.090
-0.306 -0.222 0.273
-0.681 -0.853 0.193
0.943 -0.534 -0.121
0.511 0.257 -0.309
-0.185 0.188 -0.232
0.185 0.528 0.039
-0.132 0.272 -0.302
-0.291 0.324 0.436
-0.105 0.080 -0.002
-0.949 -0.907 0.228
-0.214 -0.558 0.755
0.542 -0.648 -0.206
0.586 0.039 -0.636
0.233 0.398 0.574
0.081 0.386 -0.184
0.022 0.151 -0.340
0.280 -0.165 -0.280
-0.323 1.550 0.190
-1.199 -0.797 -1.067
0.819 0.633 1.996
0.112 0.087 -0.062
-0.878 0.276 -0.002
0.466 -0.206 -0.125
0.481 0.685 -0.705
0.650 -0.497 -0.382
-0.471 -0.614 0.145
-0.170 0.262 -0.046
-0.919 -0.216 0.276
1.138 -0.305 -1.792
-0.079 -0.140 1.921
0.603 -0.571 -0.197
0.751 -0.114 -0.141
0.706 0.870 0.011
-1.221 0.999 -0.398
-0.983 -1.399 -0.506
-0.307 1.148 0.955

HOMO (spin up / spin down) in eV: -12.1 / -12.1
Strongest force on any atom in eV/A: 3.242
Spin multiplicity: 2
Molar mass in g/mol: 276.4
E in hartree: -929.75248
Gap between HOMO and LUMO (spin up / spin down) in eV: 9.80 / 2.55
Total charge: +1



What is the formula in the second record? C12H36O6